<i>
ORCA calculation (ωB97M-V/def2-TZVPD) on a cluster of 5 separate species, C4H17NO6 in total.

Properties
**HOMO energy**: -10.24 eV
**SMILES string**: CN[C@H](C)C(=O)O.O.O.O.O
**Multiplicity**: 1

Last column: Löwdin charge in e.
Atoms and positions in Å:
1 C 0.0643 0.3905 -2.3070  -0.11
2 N -0.2839 -1.0627 -2.2185  -0.04
3 C -1.1476 -1.2397 -1.0102  -0.32
4 C -2.3405 -0.3541 -0.6992  -0.06
5 C -0.0353 -1.2128 0.0783  -0.39
6 O 0.5945 -0.3579 0.6238  0.05
7 O 0.1720 -2.5658 0.4431  0.06
8 H -0.7145 1.1320 -2.4267  0.07
9 H 0.8058 0.4528 -3.0590  0.06
10 H 0.6476 0.8100 -1.4186  0.09
11 H -0.8449 -1.2816 -3.0741  0.13
12 H -1.6198 -2.3013 -0.8421  0.17
13 H -3.2309 -0.4196 -1.4051  0.10
14 H -2.6719 -0.2697 0.3427  0.08
15 H -2.1083 0.6679 -1.1448  0.07
16 H 1.0365 -2.7831 0.8823  0.12
17 O 3.4526 -1.7547 1.3546  -0.08
18 H 2.5117 -1.5857 1.2444  -0.03
19 H 3.7777 -1.5918 0.3942  0.10
20 O -1.2008 0.3688 2.5026  -0.02
21 H -0.3672 0.0498 2.1571  0.00
22 H -0.9950 0.8382 3.2945  0.04
23 O -0.5238 3.1724 1.5517  0.06
24 H -0.2604 2.3568 1.5125  -0.11
25 H -0.3904 3.7438 0.8781  -0.01
26 O 1.8649 1.9455 0.8317  -0.04
27 H 2.6592 1.5091 0.5602  0.03
28 H 1.1484 1.3427 0.9535  -0.04

<ii>
ORCA calculation (ωB97M-V/def2-TZVPD) on a cluster of 5 separate species, C4H17NO6 in total.

Properties
**HOMO energy**: -9.05 eV
**SMILES string**: N[C@@H](CO)CC=O.O.O.O.O
**Multiplicity**: 1

Last column: Löwdin charge in e.
Atoms and positions in Å:
1 N 0.2143 2.2684 -0.0355  0.05
2 C 1.1041 1.6013 -0.9889  -0.37
3 C 2.5610 1.2264 -0.4583  -0.19
4 O 2.3968 0.7433 0.8678  -0.08
5 C 0.4986 0.2835 -1.4855  -0.11
6 C -0.9850 0.4227 -1.7744  -0.23
7 O -1.5870 -0.5841 -2.1166  -0.01
8 H 0.7712 2.6676 0.7126  0.07
9 H -0.4633 1.6929 0.4577  0.04
10 H 1.2382 2.3873 -1.7417  0.13
11 H 3.0792 2.1788 -0.3123  0.12
12 H 2.9710 0.5342 -1.1773  0.11
13 H 2.1298 -0.1742 1.0085  0.09
14 H 0.9474 -0.2039 -2.3587  0.14
15 H 0.6918 -0.3998 -0.6501  0.11
16 H -1.4511 1.4069 -1.6854  0.13
17 O -0.4772 -2.7336 -0.8090  -0.06
18 H -1.1239 -2.1161 -1.2374  0.04
19 H -0.7698 -3.5312 -1.2610  0.07
20 O -2.1836 0.1061 0.4179  -0.04
21 H -2.1699 -0.4329 1.1993  0.03
22 H -3.0021 0.0587 -0.1136  0.08
23 O -0.3577 -2.4134 1.8193  -0.09
24 H -0.9856 -3.1268 1.9689  0.04
25 H -0.4448 -2.4006 0.8260  -0.01
26 O -0.4657 0.4767 3.1520  -0.06
27 H -0.2967 -0.4098 2.8006  0.00
28 H 0.3864 0.9160 3.1622  0.03

Which one sits at the top of the stability order? <ii> does.

<i>
ORCA calculation (ωB97M-V/def2-TZVPD) on the molecule C3H7NO2S.

Properties
**HOMO energy**: -9.39 eV
**SMILES string**: NC[C@@H](S)C(=O)O
**Multiplicity**: 1

Last column: Löwdin charge in e.
Atoms and positions in Å:
1 N -2.0191 -0.5949 0.1410  0.01
2 C -0.7607 -0.7920 -0.5090  -0.32
3 C 0.4321 -0.0969 0.1819  -0.55
4 S 2.0579 -0.8323 -0.2953  0.79
5 C 0.3996 1.3756 -0.0958  -0.55
6 O -0.6065 1.9012 -0.5346  0.10
7 O 1.5152 2.1115 0.0868  0.09
8 H -1.8708 -0.6608 1.1224  0.06
9 H -2.4181 0.3275 -0.1247  0.09
10 H -0.8099 -0.4110 -1.5348  0.13
11 H -0.5448 -1.8549 -0.5446  0.09
12 H 0.4630 -0.1840 1.2701  0.11
13 H 1.8929 -1.7978 0.6311  -0.11
14 H 2.2694 1.5086 0.2055  0.06

<ii>
ORCA calculation (ωB97M-V/def2-TZVPD) on a structure of composition C3H7NO2S.

Properties
**HOMO energy**: -9.07 eV
**Multiplicity**: 1

Last column: Löwdin charge in e.
Atoms and positions in Å:
1 C -0.8427 0.6245 -0.5213  -0.21
2 C 0.7279 -1.8444 1.1790  -0.07
3 C 0.4296 -1.6629 -0.0737  -0.11
4 N -0.6062 0.7542 0.7344  0.02
5 O -0.5402 3.2450 -0.9900  -0.51
6 O 1.2714 1.9584 -1.8273  -0.52
7 S -0.1575 2.2573 -1.9895  0.76
8 H -1.6890 -0.0768 -0.7007  0.07
9 H 1.7709 -1.6777 1.4856  0.08
10 H -0.0681 -2.2033 1.6904  0.02
11 H 0.3504 1.4076 0.9044  0.23
12 H -0.5081 -1.7276 -0.5864  0.05
13 H 1.2187 -1.3621 -0.6653  0.04
14 H -1.3570 0.3078 1.3604  0.16

Which one sits at the top of the stability order? <i> does.

<i>
ORCA calculation (ωB97M-V/def2-TZVPD) on the molecule C2H4O2S.

Properties
**HOMO energy**: -10.12 eV
**SMILES string**: O=S1(=O)CC1
**Multiplicity**: 1

Last column: Löwdin charge in e.
Atoms and positions in Å:
1 O -1.7908 -1.2470 -0.0866  -0.31
2 S -1.0383 0.0042 -0.0087  0.68
3 O -1.6787 1.2449 0.0263  -0.30
4 C 0.5398 0.0639 0.7883  -0.18
5 C 0.5666 0.0651 -0.7715  -0.18
6 H 0.7907 -0.8949 1.1177  0.07
7 H 0.8798 0.9371 1.2454  0.08
8 H 1.0824 0.7809 -1.3398  0.08
9 H 0.6485 -0.9542 -0.9711  0.06

<ii>
ORCA calculation (ωB97M-V/def2-TZVPD) on the molecule C2H4O2S.

Properties
**HOMO energy**: -9.76 eV
**SMILES string**: O=COCS
**Multiplicity**: 1

Last column: Löwdin charge in e.
Atoms and positions in Å:
1 O -2.0451 -0.4372 0.6242  0.03
2 C -1.4666 0.6156 0.3257  -0.31
3 O -0.2125 0.7286 -0.1822  -0.12
4 C 0.4894 -0.5255 -0.3319  -0.55
5 S 2.1844 -0.0821 -0.7930  0.75
6 H -1.9809 1.5549 0.5687  0.14
7 H 0.4459 -1.1617 0.5614  0.09
8 H -0.0145 -1.1227 -1.1342  0.11
9 H 2.5998 0.4302 0.3615  -0.15

<iii>
ORCA calculation (ωB97M-V/def2-TZVPD) on the molecule C2H4O2S.

Properties
**HOMO energy**: -10.13 eV
**SMILES string**: O=C(S)CO
**Multiplicity**: 1

Last column: Löwdin charge in e.
Atoms and positions in Å:
1 O -0.9844 1.7901 -0.3053  0.02
2 C -0.7885 0.6188 -0.0689  -0.78
3 S -2.0632 -0.6854 -0.1036  0.78
4 C 0.6248 0.2476 0.3046  -0.26
5 O 1.2183 -0.9508 -0.3170  -0.15
6 H -1.2098 -1.7274 0.3736  -0.07
7 H 1.2363 1.1131 0.0371  0.12
8 H 0.6637 0.2407 1.4547  0.15
9 H 1.3028 -0.6468 -1.3752  0.19

<iv>
ORCA calculation (ωB97M-V/def2-TZVPD) on a cluster of 2 separate species, C2H4O2S in total.

Properties
**HOMO energy**: -9.64 eV
**Multiplicity**: 1

Last column: Löwdin charge in e.
Atoms and positions in Å:
1 C -1.1618 1.6142 0.0409  -0.13
2 C 1.0220 -1.3798 0.5134  -0.33
3 O 0.7577 -0.9550 -1.8617  -0.56
4 O -1.8204 0.6395 -0.1647  -0.03
5 S 0.0485 -1.5319 -0.7196  0.87
6 H -1.4976 2.6122 -0.0890  0.07
7 H -0.1638 1.5869 0.4539  0.07
8 H 0.8394 -1.6746 1.5089  0.01
9 H 1.9760 -0.9115 0.3180  0.03

Which one sits at the top of the stability order? <ii> does.

<i>
ORCA calculation (ωB97M-V/def2-TZVPD) on a cluster of 4 separate species, C4H15NO3 in total.

Properties
**HOMO energy (alpha / beta)**: -0.60 / -4.29 eV
**Net charge**: -1
**Multiplicity**: 2

Last column: Löwdin charge in e.
Atoms and positions in Å:
1 C -3.4886 -0.5923 0.7391  -0.14
2 C -2.3980 0.2143 -0.0066  -0.27
3 C -1.0704 -0.5236 -0.0162  -0.34
4 C -0.2531 0.2719 -2.0967  -0.23
5 N -0.0320 0.2060 -0.7572  -0.23
6 H -4.4381 -0.0714 0.8588  0.05
7 H -3.1320 -0.9128 1.7312  0.06
8 H -3.6634 -1.5149 0.1691  0.06
9 H -2.7352 0.2941 -1.0449  0.08
10 H -2.3093 1.2269 0.3884  0.10
11 H -0.6287 -0.6982 0.9668  0.09
12 H -1.2140 -1.4937 -0.5271  0.10
13 H -0.8538 -0.4730 -2.6343  -0.01
14 H 0.4457 0.8335 -2.7081  -0.02
15 H 1.6898 2.6636 -0.2075  0.01
16 H 0.8031 1.4474 0.1679  -0.01
17 O 1.4024 2.1629 0.5607  -0.14
18 H 3.6641 0.5314 -0.6729  0.03
19 H 2.7466 0.4424 0.5621  0.00
20 O 3.5843 0.1150 0.1923  -0.09
21 H 1.0805 -1.3410 0.3661  -0.01
22 H 2.3426 -1.7509 1.0474  0.01
23 O 1.3862 -1.8400 1.1468  -0.10

<ii>
ORCA calculation (ωB97M-V/def2-TZVPD) on a cluster of 4 separate species, C4H15NO3 in total.

Properties
**HOMO energy (alpha / beta)**: 0.75 / -5.52 eV
**Net charge**: -1
**Multiplicity**: 2

Last column: Löwdin charge in e.
Atoms and positions in Å:
1 N 0.6928 0.1478 -0.1592  -0.09
2 C -0.3697 -0.9257 0.3340  -0.24
3 C -0.9480 -0.5480 1.6544  -0.26
4 C 0.0788 0.4223 2.1546  -0.22
5 C 1.0906 0.8458 0.9942  -0.29
6 H 0.1468 0.6769 -0.9063  0.07
7 H -0.9543 -1.0916 -0.4770  0.02
8 H 0.3443 -1.8199 0.5567  0.13
9 H -2.0202 0.0047 1.4563  0.14
10 H -1.1289 -1.3069 2.3498  0.07
11 H -0.3367 1.3985 2.5948  0.10
12 H 0.5421 0.0892 3.1092  0.09
13 H 1.1533 1.9147 0.9114  0.08
14 H 2.2031 0.4799 1.1103  0.12
15 H -2.2769 2.3084 -5.4331  -0.05
16 H -3.5874 1.8987 -6.2706  0.06
17 O -3.1222 2.6850 -5.7180  -0.31
18 H 4.1036 -4.6915 3.9166  0.07
19 H 2.9585 -3.9118 3.5331  0.03
20 O 3.7618 -4.2238 3.0636  -0.13
21 H -0.3507 1.2889 -3.3245  -0.03
22 H -1.4265 2.1736 -2.5657  -0.09
23 O -0.5541 2.1847 -2.8846  -0.28

<iii>
ORCA calculation (ωB97M-V/def2-TZVPD) on a cluster of 5 separate species, C4H15NO3 in total.

Properties
**HOMO energy (alpha / beta)**: -3.67 / -4.71 eV
**Net charge**: -1
**Multiplicity**: 2

Last column: Löwdin charge in e.
Atoms and positions in Å:
1 N -0.8817 -0.0694 -1.0533  -0.06
2 C -1.6916 -0.5724 0.0720  -0.27
3 C -1.1698 0.3313 1.2217  -0.20
4 C -1.3287 1.7220 0.5368  -0.20
5 C -0.7037 1.4115 -0.8282  -0.22
6 H 0.1050 -0.4013 -0.8825  0.06
7 H -2.7628 -0.4556 0.2534  0.10
8 H -1.2957 -1.6556 0.2353  -0.04
9 H -1.7088 0.2682 2.1982  0.10
10 H -0.1030 0.1131 1.3355  0.07
11 H -2.3800 1.9737 0.4065  0.09
12 H -0.8209 2.5686 0.9754  0.09
13 H -1.2054 2.0122 -1.5756  0.09
14 H 0.3696 1.4872 -0.7196  0.09
15 H 1.9442 -1.1337 -0.8647  -0.03
16 H 1.3735 -2.6707 0.0397  -0.05
17 O 1.1891 -1.7465 0.2273  -0.41
18 H 2.5444 -1.2016 -2.3515  0.00
19 H -1.0234 -2.5016 0.6612  0.13
20 O 2.5224 -0.5929 -1.5958  -0.21
21 H 2.8071 0.7211 0.0474  0.01
22 H 2.0511 -0.2919 0.8927  0.00
23 O 2.1689 0.6841 0.7680  -0.12

Which one sits at the top of the stability order? <i> does.